Record 1
C21H31HgN7O4PS2 | ωB97M-V/def2-TZVPD

Calculated values
Multiplicity: 2
LUMO (alpha / beta) in eV: 4.26 / 4.26
HOMO energy (alpha / beta) in Ha: -0.0114 / -0.0731
Energy relative to the best compared isomer or geometry (same formula, charge and spin) in eV: 0.000
Molecular weight in g/mol: 741.22
Charge: -2

Last column: Löwdin spin population.
Positions of all 67 atoms, in Å:
Hg 1.1866 -0.9180 0.0996  0.0030
O -2.0672 -6.2248 -0.1692  0.0000
C -2.8748 -5.2067 0.0187  0.0000
O -4.0817 -5.3336 0.1288  0.0001
C -2.2495 -3.8579 0.0673  0.0006
C -2.9632 -2.6907 0.2573  0.0005
N -2.0935 -1.6790 0.1992  -0.0001
N -0.8475 -2.1159 0.0000  0.0006
C -0.9099 -3.4333 -0.0849  0.0003
C 0.3705 -4.2060 -0.3075  0.0000
O 0.2352 -5.4601 -0.4061  0.0000
O 1.4135 -3.5490 -0.3981  0.0002
H -1.0742 -5.9097 -0.2720  0.0000
H -4.0168 -2.5450 0.4205  0.0000
H -2.2358 -0.6776 0.3426  -0.0005
S 3.5881 -0.5538 0.5713  0.0027
C 3.6406 1.1452 0.0840  0.0002
C 4.7326 1.8905 0.5549  0.0004
C 4.9233 3.2256 0.2439  0.0000
C 3.9946 3.8727 -0.5619  0.0003
C 2.9063 3.1617 -1.0367  0.0000
C 2.6970 1.8053 -0.7454  0.0003
S 1.2594 1.0681 -1.4618  -0.0006
H 5.4447 1.3803 1.1933  0.0000
H 5.7825 3.7569 0.6377  0.0000
H 4.1109 4.9209 -0.8139  0.0000
H 2.1732 3.6578 -1.6634  0.0000
N -1.6584 -0.9958 4.8256  0.0586
N -1.0058 -0.0053 4.0222  0.1840
N 0.3222 0.2757 4.4132  0.1599
C 0.9533 0.2521 3.2601  0.0157
N 0.2086 -0.0885 2.2071  0.1446
N -1.0356 -0.3719 2.6736  0.4076
H -1.5198 -0.6746 5.7798  0.0037
H -1.1129 -1.8575 4.7251  0.0176
H 2.0064 0.4724 3.1562  -0.0033
C -4.5582 3.4463 0.6488  0.0000
C -3.9366 2.0507 0.5617  0.0000
C -4.2038 1.3027 1.8796  0.0010
P -2.1409 1.8244 0.0705  0.0014
C -2.1066 2.1601 -1.7690  0.0003
C -3.1092 3.1384 -2.3764  0.0001
C -2.1989 0.8103 -2.4872  0.0000
C -1.1641 3.2255 0.7959  0.0009
C -1.2920 4.6038 0.1521  0.0001
C -1.3511 3.2989 2.3127  -0.0006
H -5.6223 3.3612 0.8981  0.0000
H -4.4773 4.0126 -0.2756  0.0000
H -4.0883 4.0259 1.4442  0.0000
H -4.4537 1.4985 -0.2359  0.0000
H -3.9367 1.9274 2.7344  0.0006
H -3.6149 0.3906 1.9788  0.0000
H -5.2657 1.0524 1.9709  0.0001
H -1.0928 2.5382 -1.9306  0.0000
H -4.1340 2.7731 -2.2658  0.0000
H -2.9172 3.2435 -3.4496  0.0000
H -3.0522 4.1310 -1.9322  0.0000
H -3.1593 0.3217 -2.2888  0.0000
H -1.4059 0.1360 -2.1624  0.0000
H -2.1104 0.9409 -3.5703  0.0000
H -0.1459 2.8677 0.6078  0.0006
H -2.2964 5.0188 0.2559  0.0000
H -1.0354 4.5819 -0.9082  0.0000
H -0.5959 5.2939 0.6404  0.0000
H -2.2873 3.8004 2.5745  0.0000
H -0.5340 3.8702 2.7606  -0.0001
H -1.3563 2.3129 2.7719  -0.0009

=====

Record 2
C3H7O2 | ωB97M-V/def2-TZVPD

Calculated values
Multiplicity: 2
LUMO (alpha / beta) in eV: 0.62 / -2.63
HOMO energy (alpha / beta) in Ha: -0.3636 / -0.3622
Energy relative to the best compared isomer or geometry (same formula, charge and spin) in eV: 3.253
Molecular weight in g/mol: 75.09

Last column: Löwdin spin population.
Positions of all 12 atoms, in Å:
C -0.2148 -0.7229 -2.2913  0.0020
O -0.9438 -0.9037 -3.2764  0.0051
H -0.5822 0.0919 -1.5011  0.0005
H 0.9275 -0.9700 -2.0371  0.0013
H -3.8582 4.4034 3.7427  0.0000
C 2.0837 -0.5630 0.1227  0.5183
C 0.9295 -1.3006 0.4467  0.0512
O 0.3094 -2.2553 -0.1822  0.3633
H 2.2317 0.1320 0.9666  0.0269
H 2.3903 -0.6141 -0.8307  0.0347
H 0.5833 -1.0371 1.5278  -0.0033
H -3.8564 3.7393 3.3123  0.0000

=====

Record 3
C2H2ClN | ωB97M-V/def2-TZVPD

Calculated values
Multiplicity: 1
LUMO in eV: 0.24
HOMO energy in Ha: -0.3045
Energy relative to the best compared isomer or geometry (same formula, charge and spin) in eV: 2.738
Molecular weight in g/mol: 75.50

Last column: natural (NBO) charge in e.
Positions of all 6 atoms, in Å:
C -0.5664 -0.9487 1.1834  0.0224
C 0.0891 0.5296 -0.8609  -0.0911
N -0.1939 -0.1176 0.2740  -0.3238
Cl 1.7617 0.4905 -1.3429  0.0127
H -0.3648 -0.7595 2.1581  0.1653
H -0.7256 0.8057 -1.4116  0.2145

=====

Record 4
C6H9N2 | ωB97M-V/def2-TZVPD

Calculated values
Multiplicity: 3
LUMO (alpha / beta) in eV: -3.72 / -7.54
HOMO energy (alpha / beta) in Ha: -0.3922 / -0.5618
Energy relative to the best compared isomer or geometry (same formula, charge and spin) in eV: 1.903
Molecular weight in g/mol: 109.15
Charge: +1

Last column: Löwdin spin population.
Positions of all 17 atoms, in Å:
C 1.4739 0.1509 -0.5322  0.2774
C 0.6699 2.2775 -0.7802  0.2940
C -1.4187 0.9681 -0.3582  0.2257
C -2.4082 0.0186 -0.1360  0.0627
C 1.0431 -1.9021 0.8306  0.0736
C 0.9465 -0.4190 0.5852  0.4623
N -0.6796 1.8535 -0.5537  0.1157
N 1.6372 1.5015 -0.7634  0.3628
H 2.1565 -0.4434 -1.1267  0.0136
H 0.7933 3.3645 -1.0226  0.0107
H -1.9068 -0.9303 -0.0417  0.0020
H -3.0872 0.0590 -1.0523  0.0188
H -3.0326 0.1875 0.8164  0.0200
H 0.0248 -2.3102 0.9348  0.0257
H 1.5531 -2.1564 1.7563  0.0204
H 1.6096 -2.3433 -0.0228  -0.0006
H 0.6252 0.1237 1.4665  0.0152

=====

Record 5
C13H10ClF6NO6OsPS | ωB97M-V/def2-TZVPD

Calculated values
Multiplicity: 6
LUMO (alpha / beta) in eV: -0.76 / -3.98
HOMO energy (alpha / beta) in Ha: -0.3398 / -0.3755
Molecular weight in g/mol: 678.94

Last column: Löwdin spin population.
Positions of all 40 atoms, in Å:
Os -1.6136 -1.3331 0.8918  2.6863
O -1.4171 -4.5153 3.0932  0.0135
Cl -0.5820 -3.6303 2.4121  0.0101
O 0.7628 -4.0418 2.1795  0.0108
O -1.2205 -3.4177 0.9909  0.0863
O -0.6096 -2.2802 3.0275  0.0897
F -3.5880 -1.5781 1.5494  0.0484
P -4.6991 -2.1191 0.1085  0.0051
F -5.6219 -2.3701 -1.1498  0.0022
F -4.1694 -3.5936 0.3617  0.0011
F -5.8273 -2.3894 1.2178  0.0005
F -5.0429 -0.5414 0.1426  0.0041
F -3.3827 -1.8335 -0.7897  0.0700
O 1.3036 4.4040 -3.4744  0.0004
C 1.8556 3.6282 -2.5624  0.0008
O 3.0523 3.5026 -2.4357  0.0013
C 0.9126 2.8852 -1.7484  0.0085
C -0.1027 2.0395 -2.2593  0.0014
C -0.9847 1.3711 -1.3826  0.0197
C -0.9109 1.6195 -0.0146  0.0665
S -2.0013 0.8029 1.0725  0.3509
C 0.1636 2.3478 0.5409  0.0158
C 0.9881 2.9969 -0.3700  0.0042
H 0.3498 4.1923 -3.4937  0.0000
H -0.2010 1.7385 -3.3116  0.0001
H -1.7953 0.7813 -1.8862  0.0009
H 0.3749 2.3032 1.6152  0.0032
H 1.8569 3.5232 0.1080  0.0004
N 0.1138 -1.1264 0.0911  0.8096
C 1.4314 -0.9352 0.2608  0.1350
C 2.2334 -0.3504 -0.7845  0.1720
C 3.4852 0.1392 -0.5836  -0.0014
C 4.0722 0.0776 0.6849  0.2136
C 3.2435 -0.3119 1.7396  0.0087
C 2.0745 -0.9108 1.5251  0.1442
H 1.5880 -0.2875 -1.7099  0.0057
H 4.0150 0.3045 -1.5007  -0.0032
H 5.0293 0.5075 0.8545  0.0121
H 3.5910 -0.3839 2.7380  -0.0028
H 1.2723 -1.2155 2.2513  0.0042

=====

Record 6
C32H35IrN3O5PSe | ωB97M-V/def2-TZVPD

Calculated values
Multiplicity: 6
LUMO (alpha / beta) in eV: -9.56 / -11.18
HOMO energy (alpha / beta) in Ha: -0.5968 / -0.6259
Energy relative to the best compared isomer or geometry (same formula, charge and spin) in eV: 0.000
Molecular weight in g/mol: 843.80
Charge: +3

Last column: Löwdin spin population.
Positions of all 78 atoms, in Å:
Ir 0.3091 0.1351 -0.2283  2.8109
C 1.2492 0.6828 3.0807  0.0061
O 1.6056 0.8016 1.6669  0.0990
C 3.0347 0.7925 1.4878  0.0047
C 3.2737 0.6946 0.0230  0.0050
O 2.5143 -0.4145 -0.5220  0.0744
C 3.0419 -1.7176 -0.1482  0.0064
H 1.7058 1.5060 3.6282  0.0017
H 1.6140 -0.2668 3.4714  0.0010
H 0.1726 0.7365 3.1605  0.0000
H 3.4538 -0.0529 2.0335  0.0012
H 3.4800 1.7060 1.8806  0.0019
H 4.3325 0.5759 -0.1991  0.0021
H 2.9047 1.5859 -0.4763  0.0004
H 4.1190 -1.7193 -0.2947  0.0021
H 2.5902 -2.4454 -0.8111  0.0003
H 2.8013 -1.9466 0.8894  0.0000
O -2.6798 -1.6394 1.0833  0.2050
C -2.1467 -0.5003 1.4041  0.0383
O -0.8861 -0.3511 1.4281  0.1282
C -2.9943 0.6104 1.8102  0.0134
C -4.0600 0.3860 2.6702  0.0037
C -4.7444 1.4732 3.2009  0.0019
C -4.3705 2.7633 2.8550  0.0068
C -3.3190 2.9849 1.9593  0.0113
C -2.6225 1.9154 1.4203  0.0447
P -1.4654 2.2709 0.0616  0.2685
C -0.6644 3.8349 0.3619  0.0413
C -1.1191 5.0164 -0.2310  0.0192
C -0.5251 6.2249 0.1091  0.0017
C 0.5084 6.2613 1.0343  0.0174
C 0.9530 5.0898 1.6359  -0.0008
C 0.3676 3.8778 1.3045  0.0142
C -2.4896 2.4046 -1.3988  0.0256
C -3.7853 1.8835 -1.4088  0.0215
C -4.5589 1.9768 -2.5622  -0.0010
C -4.0458 2.5872 -3.6980  0.0274
C -2.7525 3.1037 -3.6926  -0.0018
C -1.9719 3.0066 -2.5513  0.0196
H -4.3307 -0.6271 2.9447  0.0002
H -5.5609 1.3105 3.8908  0.0002
H -4.9036 3.6101 3.2692  0.0007
H -3.0699 4.0001 1.6740  0.0006
H -1.9449 5.0096 -0.9319  0.0005
H -0.8775 7.1412 -0.3475  0.0002
H 0.9625 7.2099 1.2978  0.0008
H 1.7468 5.1276 2.3738  -0.0004
H 0.7045 2.9687 1.7852  0.0010
H -4.2122 1.4273 -0.5210  0.0008
H -5.5719 1.5899 -2.5639  -0.0004
H -4.6614 2.6818 -4.5863  0.0013
H -2.3609 3.6007 -4.5743  -0.0005
H -0.9719 3.4322 -2.5487  0.0003
Se 1.9518 2.0562 -3.4784  0.0141
N 0.9441 1.5897 -4.8387  0.0109
C -0.0435 0.8540 -4.3525  0.0008
C -1.1195 0.2448 -5.0820  -0.0010
C -2.0312 -0.4596 -4.3652  0.0052
C -1.9043 -0.6072 -2.9442  0.0107
N -0.9318 -0.0838 -2.2411  0.0938
C -0.0198 0.6565 -2.9437  0.0060
N 0.9498 1.2024 -2.2513  0.0703
H -1.1958 0.3591 -6.1585  0.0000
H -2.8752 -0.9311 -4.8551  0.0008
H -2.6500 -1.1783 -2.3966  0.0009
C -0.9620 -4.4122 0.3226  0.0619
C -0.9908 -4.3978 -1.2070  0.0022
C -0.0827 -3.2397 -1.5694  0.0078
O -0.1593 -2.3175 -0.3904  0.2275
C -0.7614 -2.9640 0.6830  0.4006
H -0.1083 -4.9727 0.7142  0.0231
H -1.8630 -4.8332 0.7706  0.0073
H -2.0047 -4.2228 -1.5709  0.0001
H -0.6340 -5.3309 -1.6374  0.0001
H -0.4040 -2.6864 -2.4394  -0.0002
H 0.9585 -3.5220 -1.6882  0.0042
H -1.9100 -2.3644 0.8129  0.1009
H -0.2732 -2.7041 1.6180  0.0231